w) The following is a quantum chemistry calculation of a structure of composition C20H54F3NO15S2, from the Open Molecules 2025 dataset.

Last column: Löwdin charge in e.
Cartesian coordinates (Å):
O -2.1470 -6.1937 -1.7502  -0.034
C -2.1153 -5.2414 -2.5232  -0.762
O -1.8042 -5.0346 -3.7032  -0.048
S -2.6226 -3.6066 -1.6144  0.602
O -1.3900 -2.8133 -1.5072  -0.393
O -3.1933 -3.8990 -0.3053  -0.373
N -3.6565 -2.6914 -2.4921  -0.315
S -5.0212 -3.1899 -3.0201  0.524
O -5.9334 -2.0571 -3.0968  -0.361
O -4.9956 -4.0054 -4.2187  -0.331
C -5.9179 -4.2947 -1.8170  -0.718
F -6.1013 -3.7396 -0.6424  0.140
F -7.1477 -4.5030 -2.3314  0.081
F -5.3719 -5.4790 -1.6681  0.149
C 0.7274 0.5809 0.0672  -0.079
C -0.7037 0.0820 -0.0566  -0.298
O -1.6300 1.1365 0.2383  -0.093
H 0.9073 0.9649 1.0739  0.051
H 1.4439 -0.2178 -0.1353  0.069
H 0.9148 1.3978 -0.6388  0.053
H -0.8947 -0.7195 0.6536  0.107
H -0.8947 -0.3174 -1.0541  0.097
H -1.4563 1.8154 -0.4228  0.035
C -0.0744 3.3999 4.8764  -0.095
C 0.0724 2.6298 3.5757  -0.302
O 1.2729 1.8526 3.5613  -0.095
H 0.7750 4.0590 5.0310  0.046
H -0.9888 3.9966 4.8695  0.076
H -0.1200 2.7146 5.7273  0.073
H 0.1309 3.3129 2.7301  0.113
H -0.7827 1.9691 3.4119  0.114
H 1.2269 1.2257 4.2896  0.088
C 5.0184 4.4252 3.1096  -0.092
C 5.1976 3.0383 2.5147  -0.324
O 4.3440 2.0851 3.1221  -0.081
H 5.2050 4.3992 4.1844  0.069
H 5.7001 5.1442 2.6504  0.068
H 3.9950 4.7758 2.9598  0.071
H 6.2152 2.6852 2.6776  0.084
H 5.0194 3.0637 1.4333  0.112
H 3.4273 2.3610 2.9844  0.055
C -0.7398 1.8709 -4.2024  -0.078
C -1.3238 3.1128 -3.5584  -0.308
O -1.0079 3.1946 -2.1695  -0.094
H -1.1050 0.9684 -3.7131  0.076
H -1.0089 1.8164 -5.2576  0.054
H 0.3519 1.8787 -4.1260  0.075
H -2.4112 3.1017 -3.6162  0.113
H -0.9638 4.0165 -4.0668  0.101
H -0.0488 3.2026 -2.0844  0.072
C 10.2090 1.3060 3.7823  -0.095
C 9.1876 2.2752 3.2165  -0.330
O 9.4802 2.6340 1.8692  -0.085
H 11.2087 1.7400 3.7350  0.072
H 9.9823 1.0573 4.8200  0.072
H 10.2205 0.3792 3.2044  0.073
H 9.1832 3.2061 3.7820  0.112
H 8.1855 1.8394 3.2678  0.096
H 9.4688 1.8305 1.3394  0.081
C -2.7403 0.2402 -7.3223  -0.101
C -2.4363 -0.9644 -6.4414  -0.317
O -2.5184 -0.6747 -5.0634  -0.076
H -2.0556 1.0607 -7.0977  0.047
H -2.6476 -0.0118 -8.3815  0.064
H -3.7576 0.5978 -7.1436  0.070
H -1.4181 -1.3146 -6.6113  0.113
H -3.1195 -1.7852 -6.6865  0.116
H -3.4194 -0.4133 -4.8440  0.089
C -8.4899 -4.8307 -5.8424  -0.092
C -8.0308 -6.2669 -5.6523  -0.343
O -6.6532 -6.4256 -5.9375  -0.080
H -8.2952 -4.5067 -6.8667  0.069
H -9.5585 -4.7269 -5.6358  0.064
H -7.9401 -4.1669 -5.1721  0.069
H -8.5645 -6.9386 -6.3295  0.098
H -8.2395 -6.5855 -4.6233  0.105
H -6.1860 -5.8332 -5.3293  0.064
C 1.3469 -3.7439 1.5185  -0.094
C 1.8710 -4.2315 0.1748  -0.350
O 0.8710 -4.8543 -0.5921  -0.071
H 0.9248 -4.5790 2.0795  0.071
H 2.1401 -3.2796 2.1130  0.060
H 0.5506 -3.0125 1.3671  0.066
H 2.6594 -4.9752 0.3216  0.099
H 2.3050 -3.3837 -0.3767  0.101
H 0.1632 -4.2039 -0.7347  0.053
C 1.7076 5.0866 9.3111  -0.096
C 2.3342 4.6197 8.0101  -0.317
O 1.6366 5.1056 6.8700  -0.093
H 0.6660 4.7687 9.3637  0.075
H 2.2420 4.6810 10.1715  0.071
H 1.7271 6.1773 9.3798  0.069
H 2.3003 3.5338 7.9347  0.114
H 3.3843 4.9289 7.9632  0.107
H 1.6597 6.0677 6.8905  0.085

Computed properties:
Frontier orbital gap   0.172 Eh
Net charge   -2
LUMO level   2.8 eV

***

x) The following is a quantum chemistry calculation of a cluster of 10 separate species, C20H54F3NO15S2 in total, from the Open Molecules 2025 dataset.

Last column: Löwdin charge in e.
Cartesian coordinates (Å):
O -2.3349 -6.2636 -1.5935  -0.099
C -2.3000 -5.2356 -2.3595  -0.654
O -1.9285 -5.4256 -3.6656  -0.181
S -2.7289 -3.5924 -1.5774  0.686
O -1.3985 -2.8177 -1.4655  -0.433
O -3.1979 -3.7639 -0.1318  -0.408
N -3.7672 -2.5962 -2.5187  -0.307
S -5.2385 -3.3623 -2.9146  0.670
O -6.2586 -2.2377 -3.1007  -0.416
O -5.2223 -4.1199 -4.2281  -0.374
C -5.9443 -4.4600 -1.5742  -0.443
F -6.1373 -3.7841 -0.3261  0.037
F -7.2814 -4.8021 -2.0033  -0.002
F -5.2798 -5.6972 -1.4163  0.067
C 0.7818 0.6169 0.1147  -0.084
C -0.6404 0.1137 -0.0433  -0.306
O -1.5623 1.1747 0.1890  -0.093
H 0.9363 1.0224 1.1190  0.051
H 1.5017 -0.1879 -0.0555  0.071
H 0.9866 1.4282 -0.5921  0.055
H -0.8473 -0.6797 0.6772  0.113
H -0.8063 -0.2827 -1.0487  0.101
H -1.3756 1.8654 -0.4603  0.043
C -0.0396 3.4947 4.9076  -0.099
C 0.0866 2.7326 3.6026  -0.308
O 1.2709 1.9423 3.6099  -0.096
H 0.8247 4.1378 5.0596  0.044
H -0.9432 4.1101 4.9137  0.077
H -0.0775 2.8050 5.7567  0.075
H 0.1457 3.4249 2.7602  0.114
H -0.7736 2.0744 3.4483  0.114
H 1.2061 1.3273 4.3520  0.091
C 5.1002 4.4400 3.1781  -0.095
C 5.3018 3.0567 2.5906  -0.320
O 4.4090 2.1339 3.1969  -0.085
H 5.2672 4.4257 4.2586  0.071
H 5.7855 5.1610 2.7244  0.068
H 4.0735 4.7820 3.0186  0.072
H 6.3214 2.7098 2.7709  0.085
H 5.1246 3.0603 1.5102  0.112
H 3.5061 2.4437 3.0251  0.059
C -0.5258 2.3861 -4.3132  -0.082
C -1.1565 3.5505 -3.5754  -0.316
O -0.8876 3.4531 -2.1814  -0.093
H -0.9120 1.4365 -3.9336  0.082
H -0.7300 2.4464 -5.3849  0.058
H 0.5581 2.3735 -4.1615  0.073
H -2.2399 3.5470 -3.7113  0.115
H -0.7651 4.5053 -3.9431  0.100
H 0.0721 3.4654 -2.0676  0.078
C 10.3155 1.3737 3.8964  -0.098
C 9.2834 2.3230 3.3204  -0.332
O 9.5951 2.6211 1.9649  -0.088
H 11.3148 1.8136 3.8399  0.074
H 10.0914 1.1396 4.9400  0.073
H 10.3447 0.4412 3.3253  0.073
H 9.2721 3.2611 3.8795  0.114
H 8.2819 1.8841 3.3622  0.095
H 9.5941 1.7879 1.4755  0.084
C -2.7566 0.5465 -7.2919  -0.104
C -2.5111 -0.7718 -6.5821  -0.318
O -2.6417 -0.6061 -5.1792  -0.077
H -2.0486 1.3054 -6.9473  0.047
H -2.6532 0.4329 -8.3747  0.064
H -3.7601 0.9232 -7.0721  0.071
H -1.5011 -1.1336 -6.7865  0.113
H -3.2244 -1.5329 -6.9140  0.113
H -3.5402 -0.2956 -5.0032  0.086
C -8.7128 -5.2462 -5.9386  -0.096
C -8.1346 -6.6453 -5.8535  -0.338
O -6.7486 -6.6217 -6.1570  -0.085
H -8.5655 -4.8307 -6.9394  0.071
H -9.7829 -5.2510 -5.7120  0.063
H -8.2076 -4.5760 -5.2373  0.074
H -8.6267 -7.3073 -6.5710  0.100
H -8.2683 -7.0628 -4.8500  0.106
H -6.3193 -6.0394 -5.5104  0.070
C 1.3345 -4.0210 1.5629  -0.099
C 1.8042 -4.5804 0.2336  -0.341
O 0.7025 -5.0784 -0.5039  -0.078
H 0.8247 -4.7933 2.1450  0.074
H 2.1774 -3.6373 2.1460  0.059
H 0.6156 -3.2113 1.4088  0.069
H 2.5059 -5.4039 0.3916  0.100
H 2.3059 -3.8077 -0.3602  0.101
H 0.0867 -4.3382 -0.6478  0.054
C 1.7096 5.0732 9.0914  -0.097
C 2.3255 4.5406 7.8126  -0.309
O 1.6039 5.0176 6.6836  -0.113
H 0.6638 4.7651 9.1704  0.078
H 2.2520 4.7089 9.9674  0.071
H 1.7215 6.1673 9.1003  0.070
H 2.2920 3.4492 7.7978  0.118
H 3.3701 4.8553 7.7212  0.108
H 1.6452 5.9834 6.6976  0.093

Computed properties:
Frontier orbital gap   0.176 Eh
Net charge   -2
LUMO level   2.8 eV

***

Least stable of them? x).

***

w) The following is a quantum chemistry calculation of the molecule C2H6N4O, from the Open Molecules 2025 dataset.

Last column: natural (NBO) charge in e.
Cartesian coordinates (Å):
H 1.7585 1.5631 -0.1737  0.358
N 0.7848 1.5481 -0.1081  -0.615
C 0.4063 0.2946 -0.2016  0.275
N 1.2535 -0.8249 -0.4180  -0.299
O 2.3739 -0.1763 0.1503  -0.570
C -0.9950 0.1641 -0.2291  0.312
N -1.7009 -1.1685 0.1493  -0.865
N -1.7741 1.1797 0.1079  -0.584
H -1.1827 2.0130 -0.3080  0.378
H 0.7297 -1.6568 0.1350  0.373
H 2.3715 -0.1865 1.2594  0.466
H -1.4240 -1.9336 -0.5912  0.374
H -2.6016 -0.8160 0.2276  0.397

Computed properties:
SMILES string   [H]/N=C(NO)/C(N)=N\[H]
Frontier orbital gap   0.339 Eh
LUMO level   -0.1 eV

***

x) The following is a quantum chemistry calculation of a cluster of 2 separate species, C2H6N4O in total, from the Open Molecules 2025 dataset.

Last column: natural (NBO) charge in e.
Cartesian coordinates (Å):
C -0.0476 0.1989 -0.6789  0.418
C -2.1164 0.9231 0.1380  -0.249
N 3.7281 0.1562 -0.9536  -0.142
N 3.7038 -0.4288 0.0052  0.276
N 1.0035 -0.4815 -0.6342  -0.691
N 3.9034 -0.9331 1.0568  -0.542
O -1.1239 -0.0199 0.2012  -0.509
H -0.2445 1.1153 -1.3307  0.129
H -2.9107 0.3980 0.5189  0.199
H -2.3816 1.2935 -0.8978  0.162
H -1.9190 1.8815 0.6220  0.172
H 1.7247 -0.2559 -1.2264  0.363
H 3.3534 -1.7405 1.4950  0.415

Computed properties:
Frontier orbital gap   0.403 Eh
LUMO level   1.0 eV

***

y) The following is a quantum chemistry calculation of the molecule C2H6N4O, from the Open Molecules 2025 dataset.

Last column: natural (NBO) charge in e.
Cartesian coordinates (Å):
H -0.0099 -2.5064 2.2502  0.368
N -0.6631 -2.2909 1.4914  -0.374
N -0.2739 -1.6423 0.5500  0.045
N -1.3953 -0.6119 0.1106  -0.429
C -0.8307 0.5030 -0.0592  0.668
N -1.3096 1.7115 -0.4438  -0.806
O 0.6287 0.6241 0.2105  -0.575
C 1.5313 0.0782 -0.7445  -0.244
H -0.7408 2.4892 -0.1386  0.407
H -2.2963 1.8124 -0.2418  0.397
H 1.0369 -0.3798 -1.6082  0.185
H 2.1565 -0.6712 -0.2489  0.186
H 2.1663 0.8842 -1.1278  0.173

Computed properties:
SMILES string   [H]/N=N/N=C(/N)OC
Frontier orbital gap   0.336 Eh
LUMO level   0.5 eV

***

Least stable of them? w).

***

w) The following is a quantum chemistry calculation of a structure of composition C6H13NO4, from the Open Molecules 2025 dataset.

Last column: natural (NBO) charge in e.
Cartesian coordinates (Å):
C 1.9415 0.1772 1.2415  -0.624
C 1.3403 0.4658 -0.1826  -0.193
C -0.1142 -1.4108 -0.6865  0.254
C -1.4291 -0.8625 -0.5352  0.040
C -1.2906 0.4228 0.5440  0.028
C 0.0477 1.2738 -0.0103  0.046
H 1.2351 1.2283 2.0453  0.210
H 1.7286 -1.1107 1.5711  0.254
H 3.3593 0.3010 1.1116  0.229
H 1.9637 1.0151 -0.7826  0.208
H 1.5895 -0.5199 -1.9773  0.361
H -0.2383 -2.1116 -1.5954  0.109
H 0.8605 -2.5198 0.0729  0.490
H -1.7053 -0.4148 -1.4727  0.193
H -1.9372 -1.6701 1.1237  0.469
H -1.0134 -0.1368 1.3925  0.169
H -2.2951 1.4221 -0.4147  0.495
H 0.0053 2.2994 0.5887  0.203
H -0.7579 3.4473 -0.7260  0.381
N 1.3250 -0.8361 -0.9252  -0.645
O 0.1845 -1.9968 0.2963  -0.674
O -2.3406 -1.7590 0.0205  -0.666
O -2.2113 1.4851 0.6545  -0.689
O -0.2478 1.8108 -1.3539  -0.649

Computed properties:
Frontier orbital gap   0.245 Eh
LUMO level   -2.4 eV

***

x) The following is a quantum chemistry calculation of a cluster of 3 separate species, C6H13NO4 in total, from the Open Molecules 2025 dataset.

Last column: natural (NBO) charge in e.
Cartesian coordinates (Å):
C 3.2822 0.7595 0.7913  1.018
C -2.0708 1.7812 -0.9044  -0.426
C -3.6450 1.7712 0.8762  -0.419
C 0.9956 -0.7081 -1.4641  -0.271
C 2.6661 -3.0969 0.9739  -0.301
C 1.4940 -1.0989 0.7193  0.415
N -3.3610 1.2680 -0.4821  -0.614
O 2.4034 1.4571 0.7871  -0.492
O 4.2016 0.0864 0.7492  -0.529
O 1.5137 -1.5653 -0.5211  -0.538
O 2.1292 -1.9335 1.4860  -0.502
H -2.0810 1.5739 -2.0355  0.194
H -2.1652 2.8322 -0.8894  0.170
H -1.3484 1.2713 -0.2410  0.214
H -3.5776 2.8690 0.9427  0.151
H -4.6534 1.6120 1.1583  0.196
H -2.9507 1.3770 1.5629  0.191
H 1.0546 0.3467 -1.0047  0.213
H 0.0382 -1.2030 -1.7118  0.204
H 1.7315 -0.7122 -2.3406  0.187
H 2.0158 -3.8451 0.5168  0.194
H 2.9951 -3.6601 1.9032  0.202
H 3.5169 -2.8191 0.1416  0.201
H -4.1848 1.6368 -1.0137  0.342

Computed properties:
Frontier orbital gap   0.349 Eh
LUMO level   0.8 eV

***

Least stable of them? w).

***

w) The following is a quantum chemistry calculation of the molecule C2H9N2PS, from the Open Molecules 2025 dataset.

Last column: natural (NBO) charge in e.
Cartesian coordinates (Å):
C -1.1520 1.6328 0.1619  -0.954
P -0.8093 -0.1994 0.1170  1.479
C -1.0178 -0.8592 -1.5908  -0.958
S -1.9939 -1.4442 1.7728  -0.710
N 0.8215 -0.2985 0.2566  -0.812
N 1.2220 0.2298 1.4784  -0.681
H -1.1502 2.0008 1.1835  0.273
H -0.1959 2.0365 -0.2660  0.245
H -1.9537 1.9005 -0.5267  0.250
H -0.7537 -1.8837 -1.6355  0.255
H -2.0479 -0.6868 -1.8657  0.254
H -0.4336 -0.2644 -2.2703  0.238
H 1.1861 -1.2780 -0.0673  0.377
H 0.8087 -0.1380 2.3672  0.381
H 2.2001 0.2282 1.4717  0.363

Computed properties:
SMILES string   CP(C)(=S)NN
Frontier orbital gap   0.308 Eh
LUMO level   0.6 eV

***

x) The following is a quantum chemistry calculation of a cluster of 2 separate species, C2H9N2PS in total, from the Open Molecules 2025 dataset.

Last column: natural (NBO) charge in e.
Cartesian coordinates (Å):
C -1.1890 -1.0228 -0.9873  -0.644
C 0.0696 -0.7848 -0.5172  0.005
N 1.0791 -0.0094 -0.9416  -1.047
P 0.8405 1.3744 -1.7611  1.126
S 1.8858 1.7393 -3.3680  -0.666
H -1.9832 -1.2995 -0.3045  0.172
H -1.4388 -0.9496 -2.0356  0.212
H 0.3580 -1.3997 0.3680  0.080
H 1.0663 2.4065 -0.8161  -0.116
H -0.5400 1.5244 -2.0118  -0.089
N -0.0288 -0.3098 2.4918  -0.877
H -0.3852 0.4256 3.1022  0.440
H -0.7807 -0.9531 2.2358  0.459
H 0.3232 0.0834 1.5960  0.498
H 0.7232 -0.8251 2.9495  0.447

Computed properties:
Frontier orbital gap   0.196 Eh
LUMO level   -1.4 eV

***

Least stable of them? x).

***

w) The following is a quantum chemistry calculation of the molecule C2H6N2O, from the Open Molecules 2025 dataset.

Last column: natural (NBO) charge in e.
Cartesian coordinates (Å):
N -1.1696 -0.8404 -0.5882  -0.835
C -0.7798 0.0757 0.4800  -0.286
C 0.3356 0.9534 0.0246  0.010
N 1.4652 0.3850 -0.2633  -0.034
O 1.6901 -0.8571 -0.1539  -0.561
H -1.8185 -1.5317 -0.2281  0.355
H -0.3307 -1.3457 -0.8752  0.378
H -0.2936 -0.5298 1.3141  0.201
H -1.6459 0.6772 0.7667  0.207
H 0.2883 2.0278 0.0617  0.201
H 2.2589 0.9855 -0.5385  0.363

Computed properties:
SMILES string   NC/C=[NH+]\[O-]
Frontier orbital gap   0.362 Eh
LUMO level   0.9 eV

***

x) The following is a quantum chemistry calculation of the molecule C2H6N2O, from the Open Molecules 2025 dataset.

Last column: natural (NBO) charge in e.
Cartesian coordinates (Å):
N 0.8429 0.2454 1.0176  -0.834
C 0.0230 -0.7350 0.5751  -0.301
C -0.1253 -0.5168 -0.9377  -0.011
N -0.5554 0.5031 -1.4584  -0.130
O -1.1386 1.4636 -0.7232  -0.539
H 1.8259 0.3332 0.6703  0.374
H 0.5244 1.2532 0.7506  0.369
H 0.4864 -1.7197 0.7992  0.216
H -0.8674 -0.8537 1.0884  0.202
H 0.5243 -0.9561 -1.7829  0.214
H -1.5402 0.9829 0.0011  0.439

Computed properties:
SMILES string   NC/C=N\O
Frontier orbital gap   0.369 Eh
LUMO level   0.9 eV

***

y) The following is a quantum chemistry calculation of the molecule C2H6N2O, from the Open Molecules 2025 dataset.

Last column: natural (NBO) charge in e.
Cartesian coordinates (Å):
C -1.5154 -0.4462 -0.1135  -0.437
N -0.8563 0.8379 0.0415  -0.471
C 0.4424 1.1674 -0.0248  0.225
N 1.5446 0.2251 -0.3547  -0.386
O 0.8775 -1.1723 -0.0879  -0.572
H -1.0775 -0.8975 -0.9946  0.209
H -2.5559 -0.0100 -0.6393  0.188
H -1.7158 -1.0948 0.8793  0.228
H 0.8754 2.2583 0.1016  0.194
H 2.5188 0.2852 0.2976  0.360
H 1.4621 -1.1529 0.8949  0.464

Computed properties:
SMILES string   C/N=C\NO
Frontier orbital gap   0.335 Eh
LUMO level   0.2 eV

***

Least stable of them? y).